[1]
Density functional theory data (the ωB97M-V functional and the def2-TZVPD basis) for C46H38As2F5OPdSSe as an isolated structure.

Last column: Löwdin spin population.
Element x y z (Å)
Pd1 -0.70378 -0.48901 0.75611  0.79
C1 -3.25390 1.44365 -0.68674  0.00
C2 -2.32988 1.00553 -1.81600  0.01
As1 -1.82960 -0.87210 -1.52597  0.12
C3 -0.31939 -1.08265 -2.71024  0.01
C4 -0.34175 -1.90277 -3.83118  0.01
C5 0.78989 -2.01384 -4.63017  0.00
C6 1.94279 -1.31288 -4.30787  0.00
C7 1.97119 -0.50410 -3.17832  0.00
C8 0.84473 -0.39106 -2.37765  0.00
C9 -3.33870 -1.69590 -2.39369  0.03
C10 -4.17981 -2.52483 -1.66037  0.00
C11 -5.33577 -3.03196 -2.24311  0.00
C12 -5.64604 -2.71413 -3.55471  0.00
C13 -4.80459 -1.88834 -4.29088  0.00
C14 -3.65547 -1.37316 -3.71331  0.01
As2 -2.23072 1.47886 0.98741  0.06
C15 -3.54200 1.05586 2.34954  0.01
C16 -4.02879 1.91423 3.32822  0.01
C17 -4.97752 1.46623 4.23920  0.00
C18 -5.45024 0.16435 4.17873  0.00
C19 -4.95686 -0.70233 3.21258  0.00
C20 -4.00083 -0.26159 2.31055  0.01
C21 -1.76318 3.34413 1.01382  0.02
C22 -2.64897 4.35732 1.36847  0.00
C23 -2.26099 5.68480 1.24645  0.00
C24 -1.00401 6.00503 0.75328  0.00
C25 -0.13388 4.99696 0.36577  0.00
C26 -0.51017 3.66669 0.49732  0.00
H1 -4.09230 0.75422 -0.55202  0.00
H2 -3.65854 2.44105 -0.86474  0.00
H3 -1.40480 1.58781 -1.84668  0.00
H4 -2.81921 1.10024 -2.78568  0.00
H5 -1.22934 -2.46944 -4.08173  0.00
H6 0.76792 -2.65253 -5.50299  0.00
H7 2.82138 -1.40228 -4.93251  0.00
H8 2.87140 0.03437 -2.91038  0.00
H9 0.88919 0.23980 -1.48906  0.00
H10 -3.93870 -2.78117 -0.63855  0.00
H11 -5.98907 -3.67575 -1.66948  0.00
H12 -6.54600 -3.10794 -4.00752  0.00
H13 -5.04643 -1.64294 -5.31619  0.00
H14 -3.00886 -0.72900 -4.29673  0.00
H15 -3.65573 2.92422 3.42177  0.00
H16 -5.34456 2.14184 5.00022  0.00
H17 -6.19697 -0.17539 4.88318  0.00
H18 -5.31857 -1.72157 3.16176  0.00
H19 -3.61610 -0.94983 1.56039  0.00
H20 -3.65092 4.13261 1.70607  0.00
H21 -2.95037 6.46977 1.52705  0.00
H22 -0.70965 7.04156 0.65788  0.00
H23 0.83834 5.24537 -0.04089  0.00
H24 0.16696 2.87596 0.19566  0.00
F1 -3.14499 -3.79070 5.90451  0.01
C27 -2.37778 -3.54577 4.85135  0.02
C28 -1.04366 -3.21359 5.02247  0.00
F2 -0.52633 -3.14160 6.24351  0.00
C29 -0.26116 -2.95183 3.91201  0.02
F3 1.02275 -2.63463 4.10810  0.01
C30 -0.77933 -2.99456 2.62699  0.06
Se1 0.34348 -2.61181 1.12336  0.65
C31 -2.10803 -3.34492 2.48050  0.02
F4 -2.66482 -3.43022 1.26480  0.01
C32 -2.90929 -3.61769 3.57479  0.00
F5 -4.19253 -3.92959 3.40561  0.00
O1 1.20967 0.93335 1.02380  0.07
S1 1.41790 1.66262 2.34541  0.01
C33 1.91956 0.39656 3.53295  0.00
C34 3.26027 -0.23660 3.31797  0.00
C35 3.54002 -0.93608 2.14590  0.01
C36 4.77694 -1.53416 1.96949  0.00
C37 5.75150 -1.43092 2.95403  0.00
C38 5.48573 -0.71928 4.11496  0.00
C39 4.24334 -0.12665 4.29559  0.00
C40 2.98619 2.60000 2.17773  0.00
C41 3.68638 2.37684 0.86823  0.00
C42 3.11524 2.79271 -0.33094  0.00
C43 3.78148 2.60192 -1.52952  0.00
C44 5.03153 1.99409 -1.54022  0.00
C45 5.60979 1.58490 -0.34868  0.00
C46 4.93767 1.77476 0.85133  0.00
H25 1.10738 -0.32947 3.43043  0.00
H26 1.83236 0.85989 4.51741  0.00
H27 2.79927 -0.97323 1.35628  0.01
H28 4.98478 -2.07536 1.05596  0.00
H29 6.71433 -1.90445 2.81819  0.00
H30 6.24175 -0.62868 4.88311  0.00
H31 4.03544 0.41811 5.20937  0.00
H32 3.61658 2.30196 3.01395  0.00
H33 2.69417 3.64255 2.30920  0.00
H34 2.14524 3.27397 -0.32748  0.00
H35 3.33081 2.93586 -2.45537  0.00
H36 5.55755 1.85269 -2.47513  0.00
H37 6.58676 1.12025 -0.34931  0.00
H38 5.38778 1.44783 1.78153  0.00

Forces on atoms 1 to 6 (eV/Å):
0.1 0.2 0.0
-0.1 0.1 0.0
0.0 0.0 -0.1
0.3 0.5 0.1
0.0 0.0 -0.1
0.1 -0.1 0.0

Results
- HOMO (spin up / spin down): -10.0 / -11.2 eV
- Spin multiplicity: 3
- LUMO energy (spin up / spin down): -1.8 / -5.1 eV
- HOMO-LUMO gap (spin up / spin down): 8.110 / 6.043 eV
- Electronic energy: -265284.881 eV
- Net charge: +1

[2]
Density functional theory data (the ωB97M-V functional and the def2-TZVPD basis) for a 14-piece molecular cluster, C5H39NO14 overall.

Last column: Mulliken charge in e.
Element x y z (Å)
C1 1.23016 -2.00815 2.76743  -1.25
C2 0.35820 -1.39897 1.67931  -0.20
N1 0.76302 0.01802 1.61415  0.31
C3 0.32223 0.84301 -0.70837  -0.81
C4 -0.14576 0.83661 0.73372  0.52
C5 -0.25022 2.32914 1.25498  -0.85
O1 -1.34950 3.05799 0.68703  -0.59
H1 2.31744 -1.74002 2.76817  0.20
H2 0.92661 -1.63405 3.75889  0.32
H3 1.36233 -3.10215 2.69358  0.41
H4 0.10187 -1.98515 0.80020  0.08
H5 -0.63822 -1.47105 2.10811  0.31
H6 1.72655 0.06287 1.30831  0.04
H7 0.83374 -0.00209 -1.14128  0.82
H8 -0.48029 1.16104 -1.50565  -0.10
H9 1.12316 1.74490 -0.72242  -0.05
H10 -1.08100 0.23407 0.83398  -0.07
H11 0.66026 2.90671 0.91930  0.29
H12 -0.38175 2.27211 2.31574  0.41
H13 -1.36027 3.93765 1.11666  0.33
H14 3.98279 1.26137 -1.52060  0.30
H15 2.47331 0.88596 -1.44199  0.31
O2 3.35225 0.56232 -1.25778  -0.64
H16 0.88246 1.52781 -3.76578  0.28
H17 0.12219 0.15734 -3.26603  0.39
O3 0.93250 0.58080 -3.75958  -0.71
H18 -1.58195 -0.67500 -2.36142  0.34
H19 -1.09815 -1.45754 -3.53332  0.35
O4 -1.25843 -0.53558 -3.25312  -0.65
H20 -3.58082 1.79353 -1.25989  0.21
H21 -2.19976 2.02802 -0.39916  0.26
O5 -2.83280 1.37628 -0.79990  -0.48
H22 -3.29066 -0.90050 -2.26207  0.29
H23 -3.83812 -1.49241 -0.86038  0.36
O6 -3.39211 -1.65860 -1.67471  -0.60
H24 -3.93847 -0.14810 0.80559  0.31
H25 -4.62185 -1.26696 1.45148  0.31
O7 -4.52492 -0.86582 0.59863  -0.70
H26 3.65072 -1.82022 -1.58918  0.36
H27 3.12416 -1.57409 -0.18211  0.29
O8 3.33115 -2.30275 -0.80817  -0.69
H28 -0.09778 -2.98022 -1.32033  0.28
H29 1.01884 -2.23856 -1.85279  0.23
O9 0.23677 -2.00136 -1.38013  -0.37
H30 -3.14552 1.11164 3.10654  0.26
H31 -3.28057 -0.37302 3.79765  0.28
O10 -3.47613 0.25454 3.14629  -0.57
H32 2.44553 3.96736 -1.79960  0.27
H33 0.98414 4.07363 -2.04871  0.30
O11 1.72668 3.51597 -2.24124  -0.57
H34 -2.03934 -4.07812 -1.15248  0.32
H35 -2.05660 -3.16095 -2.36590  0.33
O12 -1.61554 -4.00137 -1.99116  -0.71
H36 4.63893 0.67452 1.47560  0.27
H37 3.95430 0.08651 0.33925  0.34
O13 3.99621 -0.03263 1.33232  -0.57
H38 1.04663 0.75944 3.62385  0.32
H39 2.37813 1.36924 3.31453  0.32
O14 1.55328 1.51506 3.87394  -0.69

Forces on atoms 1 to 6 (eV/Å):
1.9 -0.7 0.2
-0.5 0.1 1.7
-1.3 0.3 -1.0
0.6 3.8 -1.8
0.1 -0.9 0.3
0.7 -0.8 -0.9

Results
- HOMO: -8.8 eV
- LUMO energy: -0.2 eV
- HOMO-LUMO gap: 8.686 eV
- Electronic energy: -35971.198 eV

[3]
Density functional theory data (the ωB97M-V functional and the def2-TZVPD basis) for a 2-piece molecular cluster, C2H2FN3O overall.

Last column: Mulliken charge in e.
Element x y z (Å)
C1 0.95631 -0.12999 0.46399  -0.39
C2 -0.36079 0.33415 0.00033  1.00
N1 1.30989 -1.17076 -0.18437  -0.22
N2 -0.74762 -0.68636 -0.94393  -0.22
N3 0.23778 -1.44739 -1.04734  -0.16
O1 -0.58047 1.60120 -0.21337  -0.37
F1 -1.08743 -0.35445 1.53707  -0.47
H1 1.58297 0.21375 1.23436  0.44
H2 -1.31065 1.63984 -0.84674  0.38

Forces on atoms 1 to 6 (eV/Å):
0.7 -0.8 -0.4
-0.1 -1.5 3.3
0.1 0.8 0.9
0.7 0.2 -0.2
-1.8 -0.7 -1.3
-0.6 -0.8 0.0

Results
- HOMO: -11.3 eV
- LUMO energy: -2.0 eV
- HOMO-LUMO gap: 9.346 eV
- Electronic energy: -11337.627 eV

[4]
Density functional theory data (the ωB97M-V functional and the def2-TZVPD basis) for C14H10BrF9OW as an isolated structure.

Last column: Löwdin spin population.
Element x y z (Å)
C1 -1.85598 -0.87651 -1.30770  0.02
C2 -2.06796 -1.41534 0.00278  0.00
C3 -2.30968 -0.32302 0.91044  -0.01
H1 -2.09822 -2.45820 0.28685  0.00
C4 -2.20845 0.89769 0.15670  0.03
C5 -1.95902 0.55544 -1.22283  0.05
H2 -1.86863 1.26237 -2.04154  0.01
H3 -1.69492 -1.44778 -2.21712  0.00
H4 -2.65007 -0.41713 1.93770  0.00
H5 -2.39524 1.88558 0.55515  0.00
W1 -0.13383 -0.11382 0.08515  0.77
Br1 1.59652 -0.66125 -1.49931  0.11
C6 2.42783 0.65510 -4.17930  0.20
C7 1.37919 1.45064 -4.71419  0.08
C8 0.38892 0.57063 -5.25303  0.33
H6 1.34697 2.53714 -4.72666  0.00
C9 0.83133 -0.77015 -5.06020  0.01
C10 2.09589 -0.72701 -4.39926  0.32
H7 2.70631 -1.58483 -4.13638  0.01
H8 3.32901 1.01889 -3.69134  0.01
H9 -0.53520 0.87351 -5.74702  0.02
H10 0.31604 -1.67414 -5.36990  -0.01
F1 -0.40657 2.32059 3.13015  0.00
C11 -0.56348 1.17982 3.84595  0.00
F2 -0.27589 1.44529 5.14330  0.00
F3 -1.88717 0.86237 3.76321  0.00
C12 0.32234 0.04942 3.27042  0.00
O1 0.14616 0.02622 1.87558  0.06
C13 1.82090 0.33026 3.63623  0.00
F4 2.03634 0.23207 4.97436  0.00
F5 2.63548 -0.54282 2.99454  0.00
F6 2.18231 1.57420 3.23133  0.00
C14 -0.06245 -1.34148 3.82506  0.00
F7 0.08562 -1.42968 5.17164  0.00
F8 -1.36007 -1.63187 3.52477  0.00
F9 0.68566 -2.31218 3.24448  0.00

Forces on atoms 1 to 6 (eV/Å):
-0.1 0.8 0.4
0.3 0.4 0.5
-0.6 0.1 -1.8
0.0 0.1 -0.2
-0.2 -0.5 -0.1
0.3 -0.4 0.5

Results
- HOMO (spin up / spin down): -7.2 / -7.3 eV
- Spin multiplicity: 3
- LUMO energy (spin up / spin down): -0.1 / -1.6 eV
- HOMO-LUMO gap (spin up / spin down): 7.040 / 5.698 eV
- Electronic energy: -113050.759 eV

[5]
Density functional theory data (the ωB97M-V functional and the def2-TZVPD basis) for one molecule with the formula C3H2N2O.

Last column: Mulliken charge in e.
Element x y z (Å)
C1 -0.06456 0.11484 0.30777  0.47
C2 -0.48972 0.41099 -1.15213  0.05
C3 1.28315 -0.29918 0.27756  0.12
H1 -1.08295 -1.59181 0.60474  0.34
H2 -0.27643 1.26965 0.72546  0.24
N1 -0.89951 1.12139 -2.09254  -0.39
N2 2.47089 -0.20233 0.25940  -0.35
O1 -0.94088 -0.82355 1.06976  -0.48

Forces on atoms 1 to 6 (eV/Å):
-4.5 1.4 0.0
-3.2 5.2 -5.1
6.8 1.3 0.5
-0.3 -2.8 -2.0
1.0 -3.4 -0.4
3.0 -5.6 6.5

Results
- HOMO: -12.2 eV
- LUMO energy: -0.6 eV
- HOMO-LUMO gap: 11.652 eV
- Structure (SMILES): N#CC(O)C#N
- Electronic energy: -8167.729 eV

[6]
Density functional theory data (the ωB97M-V functional and the def2-TZVPD basis) for a 8-piece molecular cluster, C52H71N10O3PS overall.

Last column: Mulliken charge in e.
Element x y z (Å)
C1 4.93657 -0.79925 2.88212  -0.95
C2 4.87338 -1.24907 4.44264  -0.42
C3 3.84720 -2.49702 4.52643  -0.51
C4 3.14562 -2.42776 5.98801  -0.57
C5 1.64303 -1.86090 5.96689  -0.73
C6 1.42944 -0.52687 5.09497  1.59
C7 1.08038 0.77941 5.98607  -1.07
C8 -0.21459 1.57743 5.38190  -0.35
C9 -1.51127 0.83878 5.98162  -0.56
C10 -2.81642 0.87924 5.04424  -1.05
C11 -2.54822 0.53300 3.49673  -0.17
C12 -2.07146 -0.99718 3.29711  0.37
C13 -3.03510 -1.82991 2.28736  -1.06
C14 -3.04587 -1.23675 0.78949  -0.29
C15 -1.61753 -1.34021 0.03209  -0.51
C16 -1.35067 -0.07150 -0.94350  0.57
C17 -2.50264 0.86129 -1.45948  -0.53
C18 -2.18888 2.08449 -2.35072  0.44
S1 -3.60188 3.13045 -2.90869  -0.20
C19 -0.71724 2.47344 -2.80509  0.63
N1 -0.59333 3.66494 -3.59996  -0.45
C20 0.78406 3.84774 -3.89118  0.14
O1 1.11690 5.04251 -4.66351  -0.38
C21 1.69588 5.99222 -3.76512  0.43
N2 2.35398 6.81375 -3.18048  -0.43
C22 1.97593 2.92780 -3.49000  0.62
P1 3.79007 3.33430 -3.98211  0.16
O2 4.43097 1.76976 -4.40281  -0.47
O3 3.83718 4.20806 -5.45215  -0.54
N3 1.79090 1.75159 -2.70367  -0.37
C23 0.41877 1.53296 -2.33403  -0.26
C24 0.09490 0.28341 -1.42109  -0.71
H1 5.17702 -1.70265 2.22383  0.28
H2 3.86567 -0.46028 2.61754  0.17
H3 5.63126 0.09204 2.72313  0.32
H4 4.40194 -0.37400 5.00518  0.23
H5 5.91205 -1.51551 4.86750  0.35
H6 3.00870 -2.39111 3.74161  0.24
H7 4.42048 -3.47127 4.35499  0.37
H8 3.11162 -3.49771 6.40834  0.12
H9 3.84962 -1.80000 6.65758  0.35
H10 1.33781 -1.69047 7.07076  0.32
H11 0.93453 -2.68029 5.56141  0.28
H12 0.53219 -0.71460 4.39335  -1.14
H13 2.30934 -0.24248 4.42519  -0.11
H14 1.99523 1.48306 5.92200  0.34
H15 0.79959 0.51703 7.06727  0.37
H16 -0.14672 2.68391 5.70127  0.37
H17 -0.10843 1.52015 4.24645  0.17
H18 -1.78384 1.40324 6.95424  0.35
H19 -1.20961 -0.22339 6.31739  0.24
H20 -3.37569 1.86850 5.15920  0.37
H21 -3.53343 0.06033 5.44625  0.29
H22 -1.81954 1.24992 2.97533  0.26
H23 -3.55640 0.65549 2.94505  0.13
H24 -0.98802 -0.96965 2.88465  -0.46
H25 -2.04045 -1.51145 4.33521  0.46
H26 -4.09899 -1.71664 2.73674  0.22
H27 -2.81258 -2.95528 2.31062  0.34
H28 -3.46276 -0.17365 0.84545  0.02
H29 -3.80925 -1.86316 0.18223  0.38
H30 -0.75993 -1.45455 0.80036  0.26
H31 -1.62421 -2.27392 -0.62666  0.35
H32 -3.57592 0.64844 -1.14895  0.06
H33 -4.68429 2.23528 -2.91411  0.16
H34 3.85685 1.48145 -5.16378  0.33
H35 3.17743 3.87130 -6.11025  0.37
H36 0.93314 -0.41926 -1.07273  0.32
N4 -2.24156 6.21350 -1.14504  0.15
C25 -2.28067 5.82528 0.16734  -0.30
C26 -2.84206 6.84626 0.89496  -0.62
C27 -3.15867 7.88670 -0.01302  -0.37
C28 -2.77953 7.46690 -1.26471  -0.59
H37 -1.87467 5.66202 -1.90493  0.19
H38 -1.90518 4.85907 0.46963  0.43
H39 -3.00758 6.84382 1.96237  0.37
H40 -3.61414 8.83731 0.22279  0.39
H41 -2.84482 7.95115 -2.22738  0.36
N5 -7.06637 -0.27483 3.18741  0.04
C29 -8.08282 -1.06683 3.65129  -0.48
C30 -8.67420 -1.67410 2.57028  -0.67
C31 -7.98536 -1.23692 1.41193  -0.26
C32 -6.99674 -0.37705 1.82364  -0.56
H42 -6.46326 0.29373 3.76028  0.22
H43 -8.29798 -1.12836 4.70735  0.39
H44 -9.50920 -2.35803 2.60920  0.39
H45 -8.18973 -1.52073 0.38944  0.49
H46 -6.25207 0.17127 1.26594  0.45
N6 7.87038 4.68073 -4.52641  0.01
C33 8.75611 5.72261 -4.45100  -0.48
C34 8.08154 6.87585 -4.77017  -0.46
C35 6.73781 6.51729 -5.04266  -0.44
C36 6.63627 5.15700 -4.88164  -0.43
H47 8.09166 3.71459 -4.34768  0.20
H48 9.78714 5.55366 -4.17899  0.38
H49 8.50771 7.86785 -4.80266  0.39
H50 5.93361 7.18105 -5.32469  0.39
H51 5.79447 4.48858 -4.99015  0.55
N7 0.48560 -0.18518 -5.35950  0.24
C37 -0.40210 -0.69469 -6.26834  -0.47
C38 0.31518 -1.34995 -7.24036  -0.73
C39 1.68609 -1.23619 -6.90153  -0.84
C40 1.76068 -0.51485 -5.73450  -0.41
H52 0.24034 0.34864 -4.54109  0.18
H53 -1.46454 -0.54629 -6.14660  0.41
H54 -0.10112 -1.85602 -8.09903  0.40
H55 2.52507 -1.63805 -7.44987  0.56
H56 2.60880 -0.20764 -5.14043  0.66
N8 -9.28076 -0.51225 -2.55952  0.04
C41 -10.17589 -1.02018 -3.46274  -0.52
C42 -9.46714 -1.67503 -4.44028  -0.42
C43 -8.09364 -1.56341 -4.11227  -0.53
C44 -8.00868 -0.84358 -2.94556  -0.50
H57 -9.52018 0.02093 -1.73881  0.23
H58 -11.23711 -0.87084 -3.33306  0.38
H59 -9.89076 -2.17964 -5.29610  0.38
H60 -7.25921 -1.96579 -4.66782  0.40
H61 -7.15536 -0.53806 -2.35870  0.55
N9 3.97141 -6.75349 6.45602  0.02
C45 3.22925 -6.99880 7.58068  -0.49
C46 4.07541 -7.47741 8.55090  -0.36
C47 5.37727 -7.51701 7.99337  -0.40
C48 5.28315 -7.06198 6.70098  -0.47
H62 3.60924 -6.40036 5.58504  0.20
H63 2.16575 -6.81349 7.59276  0.36
H64 3.78917 -7.76584 9.55163  0.39
H65 6.28327 -7.84182 8.48360  0.38
H66 6.03396 -6.93256 5.93608  0.37
N10 3.12978 -5.87364 -6.64220  0.00
C49 2.99656 -4.51084 -6.63501  -0.40
C50 4.17155 -3.96825 -7.09604  -0.07
C51 5.04348 -5.04382 -7.39791  -0.78
C52 4.37285 -6.20730 -7.11074  -0.45
H67 2.42327 -6.52878 -6.34934  0.19
H68 2.08055 -4.04622 -6.30199  0.38
H69 4.38011 -2.91428 -7.20514  0.42
H70 6.05016 -4.97434 -7.78330  0.37
H71 4.67225 -7.24090 -7.19781  0.37

Forces on atoms 1 to 6 (eV/Å):
-0.6 0.0 0.9
-0.7 -0.2 -1.6
-0.1 0.9 1.0
0.3 -0.8 -0.3
0.4 -0.2 0.1
-1.0 0.3 0.4

Results
- HOMO: -7.9 eV
- LUMO energy: -2.1 eV
- HOMO-LUMO gap: 5.810 eV
- Structure (SMILES): CCCCCCCCCCCCCCCc1cc(S)c2nc(OC#N)c(P(O)O)nc2c1.c1cc[nH]c1.c1cc[nH]c1.c1cc[nH]c1.c1cc[nH]c1.c1cc[nH]c1.c1cc[nH]c1.c1cc[nH]c1
- Electronic energy: -96231.788 eV

Question: Number 4 is which compound?
Answer: C14H10BrF9OW

Question: Which of these has the lowest electronic energy?
Answer: C46H38As2F5OPdSSe